{"formula": "C47H51Cl6N7O2S2SbY", "method": "ωB97M-V with the def2-TZVPD basis set", "symbols": ["C", "Cl", "C", "Cl", "H", "H", "C", "H", "H", "H", "C", "H", "C", "C", "H", "H", "H", "C", "H", "Y", "H", "H", "N", "C", "C", "C", "N", "C", "N", "C", "C", "C", "H", "H", "C", "Cl", "H", "O", "C", "C", "H", "H", "H", "H", "C", "H", "N", "H", "C", "H", "C", "H", "H", "H", "C", "H", "C", "C", "H", "Sb", "C", "C", "H", "C", "C", "H", "O", "H", "H", "H", "S", "H", "Cl", "H", "H", "C", "Cl", "H", "H", "H", "N", "H", "H", "S", "C", "H", "H", "C", "C", "C", "C", "C", "C", "C", "H", "H", "C", "H", "H", "C", "C", "C", "N", "C", "C", "C", "H", "C", "C", "C", "H", "H", "H", "N", "H", "C", "Cl"], "coordinates": [[4.3647, -0.6621, 0.6242], [-4.7853, 5.8898, -0.2872], [-1.1156, -6.0582, 2.6860], [-2.5484, 7.7740, -1.4033], [3.3287, 2.0886, -1.2642], [-0.5773, -3.6664, -2.1115], [-2.7986, 4.0456, -0.0019], [-4.7809, 1.4961, 4.4799], [-3.3994, -0.9604, -2.3122], [-5.9157, -2.4260, 2.4120], [2.7935, 0.6677, -2.8648], [2.6586, -3.5220, -0.2075], [-5.1848, -0.2236, -0.0036], [-0.0394, -5.4142, 2.0736], [4.6832, 0.2889, 0.1919], [-0.3886, -0.8269, -3.4577], [-1.9974, -7.8726, 3.0308], [4.3321, 3.3735, 2.4224], [3.7727, -0.4691, 1.5137], [-1.1422, 1.0482, 0.0787], [2.6976, -2.9586, -3.6461], [-5.5959, 0.4496, -0.7509], [-1.9605, -1.0134, 1.0149], [-0.5949, 4.3864, -0.5975], [-2.9421, -0.6452, -3.2431], [-2.4090, -1.1084, -5.5308], [-3.8644, -0.2605, 0.0822], [-6.0019, -0.9897, 0.8113], [-1.1116, -7.4315, 2.8549], [-0.8695, 5.6809, -1.0272], [-1.6290, 2.6586, 4.7500], [-3.3356, -1.0767, 1.0069], [2.0803, 2.3528, -4.0180], [-0.4995, -7.9639, 2.2619], [-1.7312, 0.9533, -4.5197], [-2.4513, -2.1834, -6.9122], [0.3280, -3.2327, -0.6551], [-1.4532, -1.0297, 3.5120], [1.6580, 1.4744, -3.5112], [-0.0448, -4.0417, 1.9259], [4.0382, 2.4326, -2.8424], [-0.8661, -2.1213, -1.3170], [-3.5060, -2.4491, -4.2766], [-3.8690, 0.8872, 2.2934], [0.2724, -1.6534, -3.7088], [-3.2069, 1.6239, -1.6754], [-4.0268, -1.8471, 1.8512], [2.3330, -2.4341, 1.1540], [-2.1739, -3.9148, 3.0448], [2.5660, 4.2483, 5.7392], [-1.1117, -3.2838, 2.3979], [-3.3081, 2.7463, 6.0821], [-1.2481, 1.9209, -4.6108], [2.9436, -0.8057, -4.4884], [-2.1679, 6.1658, -0.9149], [-7.0778, -0.9601, 0.7299], [-1.7777, 0.1186, -5.6285], [-0.0854, -2.8386, -1.5835], [2.4081, -3.8700, -2.1579], [1.8793, -0.5765, -1.3223], [-3.7548, 1.7374, 4.2403], [3.6253, -1.5604, -0.3679], [3.8721, 0.6680, -4.7251], [4.6652, -2.0306, -1.3799], [-1.1797, 2.2211, 3.5144], [4.8678, 5.0466, 5.3182], [0.2901, -1.1921, 1.7497], [5.2132, -1.1928, -1.8091], [5.2704, -1.1948, 0.9462], [1.3275, -4.0556, -3.5343], [2.2633, 1.8241, 1.5460], [6.0009, 4.4926, 3.1803], [1.0419, 3.7857, -0.8387], [-0.9929, 3.1983, 5.4346], [0.9175, 1.8484, -2.8014], [3.0576, 2.8986, 2.6797], [-4.1005, 2.9981, 0.5438], [-1.8690, 2.4795, -2.4354], [4.4492, -0.5654, -3.6139], [3.9147, -3.2054, 0.9882], [0.6119, 1.9595, 1.9476], [5.3998, -2.6444, -0.8404], [-1.3299, 0.4205, -6.5678], [-1.0308, -1.5491, 2.2379], [-2.2082, 1.4955, -2.1032], [-0.3563, -2.4416, -4.1429], [0.7337, 2.9346, 5.0028], [0.2650, 2.3153, 3.1217], [3.0715, 3.9952, 4.8126], [0.9846, -2.2276, -2.4919], [2.4276, 3.2168, 3.8696], [-1.5153, 3.5197, -0.0371], [4.9974, 4.1379, 3.3772], [-3.1552, 5.3292, -0.4075], [-2.9897, -5.7748, 3.7007], [0.8064, -3.5454, 1.4887], [1.9260, -3.3279, -2.9698], [-2.9855, -3.3242, 3.4485], [4.2678, -2.6322, -2.1890], [-3.2348, 1.3854, 3.0088], [3.0863, -2.7470, 0.4318], [4.3648, 4.4464, 4.5713], [-1.9826, 1.6347, 2.6298], [3.5527, -0.0671, -3.9722], [-3.0048, -1.4907, -4.3424], [-5.3518, -1.7949, 1.7323], [4.6803, 1.1171, -1.8584], [-2.1716, -5.2867, 3.1833], [3.7590, 1.6234, -2.1559], [-2.2921, 0.5966, -3.2867], [1.1237, 0.8895, -4.2570], [0.9528, -1.3224, -4.4912], [4.8125, 3.1325, 1.4793], [1.1187, 2.7424, 4.0993], [0.8099, -5.9930, 1.7265], [-2.9411, 2.4147, 5.1198], [0.3736, 6.6801, -1.6854]], "relative_energy_ev": 0.000}

=====

{"formula": "C3H13N3", "method": "ωB97M-V with the def2-TZVPD basis set", "symbols": ["H", "H", "H", "N", "N", "H", "H", "H", "C", "N", "C", "H", "C", "H", "H", "H", "H", "H", "H"], "coordinates": [[-0.8135, -0.8557, -3.0632], [0.3290, 0.4156, 3.6004], [0.9477, -0.5582, -2.6748], [-0.3479, 0.4038, -1.4167], [-0.2030, 0.1583, 2.8152], [1.0788, -1.1412, 2.2638], [0.1016, 0.6451, -3.6094], [-0.5861, -2.3588, 0.7632], [0.3797, 1.6102, -0.9699], [-0.6903, -1.4295, 1.0891], [-0.0164, -1.1877, 2.2780], [-0.3062, -1.9505, 2.9624], [-0.0446, -0.1017, -2.7825], [-1.3150, 0.6047, -1.2265], [0.2573, 2.0149, 0.0094], [1.5266, 1.2900, -0.8621], [0.1063, 2.3162, -1.7484], [-0.5130, -0.7059, 0.3985], [0.1091, 0.8305, 2.1734]], "relative_energy_ev": 1.780, "smiles": "CNC.NCN"}

=====

{"formula": "C50H104Cl2IN3O9PS", "method": "ωB97M-V with the def2-TZVPD basis set", "symbols": ["H", "Cl", "C", "H", "H", "C", "H", "H", "H", "H", "H", "C", "H", "H", "O", "C", "C", "C", "H", "H", "H", "C", "C", "H", "H", "C", "H", "H", "H", "H", "H", "H", "H", "N", "H", "C", "C", "H", "H", "H", "C", "O", "H", "H", "C", "H", "C", "C", "H", "H", "C", "H", "P", "H", "H", "H", "C", "H", "H", "O", "O", "H", "C", "C", "S", "O", "H", "H", "H", "H", "H", "H", "C", "H", "H", "H", "H", "C", "C", "N", "H", "H", "O", "H", "H", "C", "H", "H", "H", "O", "H", "N", "C", "H", "H", "C", "H", "H", "C", "H", "H", "H", "C", "H", "H", "H", "C", "H", "I", "H", "H", "H", "O", "H", "H", "C", "H", "O", "H", "H", "H", "C", "C", "H", "H", "H", "H", "C", "H", "C", "C", "C", "C", "H", "C", "H", "C", "H", "H", "H", "H", "H", "C", "Cl", "H", "C", "C", "C", "H", "C", "H", "H", "H", "C", "H", "H", "H", "C", "H", "C", "H", "H", "C", "C", "H", "C", "H", "H", "H", "C", "H"], "coordinates": [[0.5828, -2.2763, -5.0234], [-0.4309, 2.2580, 3.3347], [2.2618, 1.9058, 0.9048], [6.6141, 3.9828, 3.9774], [-5.5053, -9.3784, -0.0181], [-3.4014, -9.0654, 0.3299], [-3.2894, -8.4333, -0.5477], [-4.3621, 0.3493, 0.9734], [-2.4344, -5.7853, -6.9441], [8.7866, -0.5025, 4.0473], [0.6278, 0.4326, 8.8182], [-5.1769, -8.7040, -4.7256], [-0.1437, 0.9207, -2.4420], [1.0663, -1.0126, 7.8854], [-3.9696, -8.2427, -2.6314], [6.4023, 6.2786, -1.4725], [0.4316, -2.7248, -6.0082], [-2.5111, 1.7252, -0.0731], [7.6816, 6.7311, -3.1275], [-6.7546, 2.2552, -0.5797], [-4.7292, 4.5736, 1.4487], [-2.9367, 3.0530, -0.9294], [-2.8065, -2.3001, 9.2721], [-2.8100, -11.2780, 1.8343], [1.8454, 3.5801, -4.3862], [-2.0861, -10.7177, 2.4284], [-2.8622, 8.2411, -0.7897], [3.0276, 4.9532, -3.9501], [1.8475, 2.1173, 1.9097], [-1.5408, 2.8916, 1.2475], [-1.5785, -1.8266, 3.4393], [-1.7128, -8.7428, 3.1573], [6.3587, -0.0477, 4.0333], [-2.0590, -2.0012, -2.6874], [-0.4664, 4.5099, -3.2092], [9.5470, 6.0180, 0.2495], [1.9722, 4.5737, -3.9016], [5.8425, 5.5095, -2.0077], [-1.5252, 7.1610, -0.1527], [-1.1192, -4.9336, -8.8736], [-1.4913, -1.8525, -1.4722], [5.1522, 3.0120, -1.1196], [-2.4380, 0.6207, 3.3286], [-1.8917, 4.5943, 2.6516], [-0.9152, -0.9276, 3.3459], [-1.1127, -10.8258, 1.9446], [-0.1203, 1.9827, -2.8102], [-1.7529, -2.7084, 8.2582], [-5.8628, -8.9394, -2.7149], [-3.7422, -2.0442, 8.7696], [8.4098, 0.4886, 4.3071], [-0.8785, -2.7259, -1.1364], [-2.7764, 4.7443, -0.1217], [-3.2385, 5.4063, 3.5719], [8.3361, 5.5026, -2.0672], [7.8506, 7.3462, 0.4818], [-5.2333, -8.2471, -3.2788], [-0.8744, 0.1645, 6.8739], [-1.5525, -3.4627, -5.5331], [-1.9786, 3.0833, -1.9855], [-2.4880, -8.5677, 1.3021], [0.9069, 0.6698, -0.2840], [-0.8110, 1.1870, 1.8573], [3.4852, 2.8517, 0.5357], [-4.0422, 1.6847, 1.0139], [-1.4911, -1.7167, 7.2747], [-6.3713, 3.2888, 0.7067], [-4.5676, -8.0383, -5.3401], [5.8441, 7.2170, -1.5215], [1.8359, 1.9200, -1.1700], [6.4533, 5.9831, -0.4227], [-0.0454, -1.2822, 2.7189], [-2.4618, -9.2510, 2.5449], [-3.4431, 3.6724, 3.1343], [-4.8083, 1.9378, -1.6511], [0.2790, -4.6670, -7.8563], [-2.0391, -11.1779, 3.4175], [4.4668, 2.2453, -0.5100], [-1.7765, 0.1587, 2.5521], [-6.6199, 3.2173, -0.2758], [-5.0234, -9.6544, 1.6565], [-5.4404, 4.8802, -0.7283], [6.4654, 1.9686, 4.0133], [1.3581, 5.3779, -4.3892], [-0.9506, -6.7309, -7.1809], [7.7845, 6.4483, -2.0773], [-2.5386, -5.3381, -3.6323], [8.1467, 3.1666, 4.1941], [-4.1203, 6.4282, -1.4892], [4.6004, 0.8706, -0.7093], [-2.9962, -3.1157, 9.9720], [-1.2352, 2.0413, 0.7131], [-2.3739, 0.4509, -0.9535], [-3.5819, -5.5825, -2.2162], [0.9338, 2.1359, -3.1411], [0.2941, -0.5610, 8.5123], [2.7377, 0.8835, 0.9834], [-5.7063, -7.2631, -3.1938], [-1.0182, -0.4668, 7.7548], [8.9848, 5.1299, -0.0442], [-4.2014, 3.2202, -2.6747], [-2.4401, -0.4391, 1.8912], [-5.5882, 3.8657, -1.1456], [-1.0561, -5.5500, -5.8738], [9.7378, 5.9545, 1.3232], [7.9667, 4.1677, 1.9160], [8.7926, 7.2941, -0.0757], [0.2035, -1.1734, 9.4104], [2.0034, 6.6381, -1.7106], [3.1582, 3.8788, 0.2419], [-6.1905, 4.0495, -2.0851], [0.9126, -2.0938, -6.7591], [8.5506, 7.4714, -1.4613], [-4.7403, -9.7028, -4.7944], [-0.8231, -3.0056, 8.7532], [-0.8162, -4.6861, -7.8547], [-3.2173, -0.9877, -4.1242], [-1.3313, -3.3897, -7.5884], [10.5030, 5.9899, -0.2777], [-2.6991, 5.7246, -2.3650], [9.1449, 1.2227, 3.9727], [-4.8502, -9.0258, 0.7810], [7.2019, 3.1256, 3.6421], [-1.5119, -1.8737, -6.2686], [6.4848, 3.2407, 1.6093], [4.0448, 2.9857, 1.5052], [-5.1398, -8.0066, 1.0483], [-2.9959, 4.6399, 2.7912], [-2.7080, -7.7614, -4.2011], [-1.0517, -2.8651, -6.3025], [-0.1236, 2.5976, -0.1912], [-1.3429, -5.7492, -6.9082], [-2.1850, 7.3884, -1.0331], [-3.9094, 6.1596, 1.5101], [-0.5675, 3.0156, -1.6624], [-0.7552, 2.1129, -3.7236], [-3.3568, -5.9366, -3.2253], [-2.0821, -7.5289, -2.5826], [8.3435, 0.5647, 5.3947], [-4.2405, -5.7550, -3.8396], [9.3864, 8.1520, 0.2457], [-2.1069, -3.5887, 7.7171], [-2.9152, 0.2580, -2.2848], [0.4513, 4.1440, 0.6787], [-1.5570, 7.7035, -1.9048], [-1.5710, -0.7344, -0.5668], [1.5309, 4.5829, -2.3714], [-0.0174, 4.4185, -2.1779], [-1.7890, 0.0216, 8.3607], [1.1977, 1.7612, -0.2745], [-3.1112, -10.0755, 0.0207], [0.9420, -3.6893, -6.0172], [-0.4194, 5.2913, -1.6199], [7.4365, 3.2423, 2.1472], [-6.1800, -8.7294, -5.1554], [3.7401, 0.5771, -1.0618], [-0.5372, -0.5532, 4.3210], [-3.7178, 5.0504, 1.4465], [0.1210, 0.5883, 1.7492], [-3.0619, 6.0909, -1.3755], [8.0306, 2.4124, 1.7613], [-2.4985, -1.4282, 9.8520], [-4.3836, 2.9802, -1.5825], [-2.9749, -7.4057, -3.2000], [7.0962, 0.6055, 2.5859], [-2.7617, -0.9242, -3.1076], [-3.4771, 1.0707, -2.7896], [-3.4179, -9.1291, 3.0650], [-0.9986, -0.7978, 0.3735], [7.0493, 0.7193, 3.6743], [2.1903, 3.9459, -1.7454]], "total_energy_ha": -4766.0046, "total_charge": 1}

=====

{"formula": "C4H8BrN", "method": "ωB97M-V with the def2-TZVPD basis set", "symbols": ["C", "N", "H", "H", "C", "H", "C", "H", "Br", "H", "H", "C", "H", "H"], "coordinates": [[2.2820, 0.8951, 0.0757], [-1.3902, 0.4077, -0.0206], [-0.1776, -2.5679, 0.4217], [2.7112, 1.8871, -0.1213], [-0.9373, -1.9450, -0.0822], [-2.4198, 1.8103, 0.8038], [-1.8741, 1.5512, -0.0086], [-1.9906, -2.0786, 0.2138], [3.8275, -0.2937, 0.0024], [-1.9932, 2.0448, -0.9320], [1.9061, 0.7251, 1.1344], [-0.7359, -0.5761, 0.0903], [-0.7389, -2.4490, -1.0516], [1.5307, 0.5891, -0.5259]], "relative_energy_ev": 2.894}